This record from the Open Molecules 2025 dataset describes a single C7H11BrO3 molecule in a non-equilibrium geometry. The level of theory is ωB97M-V/def2-TZVPD.

Geometry as XYZ:
```
22
Properties=species:S:1:pos:R:3:forces:R:3
C -0.654195 0.663654 1.394460 -0.5 -2.2 0.1
C 1.416534 1.309215 0.322425 -0.2 -1.1 -0.8
C 1.051687 0.514484 -1.025045 -2.4 -0.2 2.5
C 0.469864 -0.919203 -0.804910 0.9 -0.6 4.3
C -0.318428 -0.776835 1.179172 1.9 -0.7 -2.0
C 0.056017 1.342566 -1.764061 2.1 -1.8 -1.9
C -1.460796 -1.709723 1.298942 0.0 0.8 0.5
O -1.764943 1.000372 1.698291 -0.3 0.6 0.1
O 0.320296 1.510283 1.228913 1.3 2.1 -0.8
O -0.656557 -1.315918 -1.479593 2.7 -2.1 0.3
Br 1.124686 -1.358227 2.462295 -0.6 0.4 -0.8
H 2.152191 0.693422 0.785854 0.7 -0.3 0.7
H 1.871891 2.318368 0.160776 -0.7 -0.9 -0.2
H 1.941219 0.484704 -1.534485 2.3 -0.4 -1.4
H 1.323468 -1.777196 -0.638684 -2.6 2.0 -0.6
H -0.207927 0.903627 -2.722209 -0.4 0.1 0.0
H 0.589758 2.205733 -1.932966 0.7 2.4 -0.8
H -0.689756 1.547197 -1.124084 -3.3 0.8 1.8
H -1.751064 -1.897337 2.291853 -0.5 0.7 1.8
H -1.273836 -2.693513 1.085927 1.2 -2.4 -1.5
H -2.345487 -1.454388 0.787130 -0.9 0.8 -0.8
H -1.194623 -0.591284 -1.670000 -1.4 2.0 -0.5
```
Positions in Å, forces in eV/Å.

Output
maximum force: 4.4 eV/A
net charge: 0
DFT total energy: -3072.9595 Ha
energy above the lowest of the compared OMol25 structures with the same formula, charge and spin: 44.4 kcal/mol
gap between HOMO and LUMO: 9.40 eV
LUMO level: 0.0223 Eh



This record from the Open Molecules 2025 dataset describes 2 unconnected molecules or ions with the total composition C5H9NS2 in a non-equilibrium geometry. The level of theory is ωB97M-V/def2-TZVPD.

Geometry as XYZ:
```
17
Properties=species:S:1:pos:R:3:forces:R:3
C 0.042140 0.554802 0.024895 2.1 -0.8 0.0
C 1.509646 0.540867 -0.578203 0.3 2.0 -2.5
C 0.531285 -1.472401 0.620785 -1.4 4.1 -2.1
C 0.168626 -0.150942 1.384031 5.6 0.4 0.2
C -0.456004 -0.884415 -0.449067 -2.8 1.0 -2.4
H -0.425043 2.685308 0.476327 -0.7 -3.8 -2.3
H -1.795005 1.575519 -0.225045 4.1 0.7 0.3
H 2.326891 1.117912 -0.116578 -1.0 0.4 0.4
H 1.617861 0.908604 -1.740701 -0.9 -1.1 2.7
H 0.387133 -2.365917 1.101028 0.0 -2.3 0.7
H 0.897011 0.204635 2.210903 -0.9 -0.3 -1.5
H -0.728182 -0.218542 1.804887 -4.0 -0.5 1.8
H -0.481048 -1.033180 -1.613138 1.0 -0.3 2.5
H -2.552651 -1.089768 -2.088931 -0.1 0.2 4.3
N -0.637226 1.766340 -0.225143 -4.1 2.7 1.5
S 2.009548 -1.127887 -0.385383 1.2 -2.1 0.7
S -2.414982 -1.010939 -0.200660 1.4 -0.2 -4.2
```
Positions in Å, forces in eV/Å.

Output
maximum force: 5.6 eV/A
net charge: 0
DFT total energy: -1046.8551 Ha
energy above the lowest of the compared OMol25 structures with the same formula, charge and spin: 121.3 kcal/mol
gap between HOMO and LUMO: 7.58 eV
LUMO level: -0.0261 Eh